Entry 1:
DFT (wB97M-V/def2-TZVPD) results for a 6-piece molecular cluster, H12O5S2 overall at a distorted geometry.

Values from the calculation:
- E_HOMO: -9.38 eV
- Multiplicity: 1
- E_LUMO: 0.10 eV
- Energy relative to the best compared isomer or geometry (same formula, charge and spin): 16.0 kcal/mol
- Net charge: 0
- SMILES string: SS.O.O.O.O.O
- Kohn-Sham gap: 0.3485 hartree

XYZ file:
```
19
Properties=species:S:1:pos:R:3:mulliken_charge:R:1
S -1.09015 -2.39336 2.02327 -0.223
S -1.28666 -3.14625 0.07214 -0.110
H 0.23403 -2.51844 2.24394 0.173
H -0.71667 -2.08446 -0.47848 0.099
H 2.01601 2.32152 -1.02981 0.331
H 0.89440 1.96311 -0.23980 0.345
O 1.86504 1.90131 -0.17495 -0.666
H 2.13889 4.07304 -4.18174 0.324
H 2.78429 2.96139 -3.43111 0.308
O 2.76590 3.91433 -3.47296 -0.627
H -0.00862 3.35867 1.57429 0.322
H -1.31210 3.05012 0.83876 0.302
O -0.43416 3.45613 0.72713 -0.642
H 1.15421 -1.03844 -1.45336 0.295
H 1.76299 -0.12730 -0.44395 0.299
O 1.03337 -0.76662 -0.54898 -0.614
H -0.67698 0.07373 -0.15634 0.355
H -2.02947 0.21915 0.59884 0.317
O -1.32722 0.71855 0.17466 -0.586
```

Entry 2:
DFT (wB97M-V/def2-TZVPD) results for a 6-piece molecular cluster, H12O6 overall at a distorted geometry.

Values from the calculation:
- E_HOMO (spin up / spin down): 0.49 / -7.59 eV
- Multiplicity: 2
- E_LUMO (spin up / spin down): 2.87 / 2.77 eV
- Energy relative to the best compared isomer or geometry (same formula, charge and spin): 17.2 kcal/mol
- ⟨S²⟩: 0.75
- Net charge: -1
- Kohn-Sham gap (spin up / spin down): 0.0874 / 0.3804 hartree

XYZ file:
```
18
Properties=species:S:1:pos:R:3:mulliken_charge:R:1
O -1.22540 0.27170 2.49353 -1.064
H -2.18249 0.27560 2.50758 0.463
H -0.97181 0.27800 3.41651 0.399
O -0.54680 -0.32273 -0.31421 -1.047
H 0.08862 0.34579 -0.57027 0.418
H -0.82569 -0.06473 0.56436 0.428
O 1.30793 -1.35973 2.35152 -1.047
H 1.60217 -0.61587 2.87719 0.418
H 0.49574 -1.05915 1.94380 0.311
O 1.26810 0.89618 -3.24898 -0.770
H 1.16698 -0.05036 -3.34925 0.344
H 0.50303 1.26719 -3.68858 0.355
O -2.28599 -2.78964 -0.01423 -0.917
H -1.57581 -2.16855 -0.17588 0.401
H -3.08384 -2.29772 -0.20835 0.366
O 2.45991 2.45030 -1.40838 -0.794
H 1.99833 1.82098 -1.96259 0.367
H 1.80709 3.12275 -1.21376 0.369
```

Entry 3:
DFT (wB97M-V/def2-TZVPD) results for a 6-piece molecular cluster, H12O6 overall at a distorted geometry.

Values from the calculation:
- E_HOMO (spin up / spin down): 0.29 / -7.60 eV
- Multiplicity: 2
- E_LUMO (spin up / spin down): 3.24 / 3.64 eV
- Energy relative to the best compared isomer or geometry (same formula, charge and spin): 16.7 kcal/mol
- ⟨S²⟩: 0.75
- Net charge: -1
- Kohn-Sham gap (spin up / spin down): 0.1081 / 0.4129 hartree

XYZ file:
```
18
Properties=species:S:1:pos:R:3:mulliken_charge:R:1
O -1.10662 -3.22167 0.91073 -0.896
H -1.29628 -2.77991 1.73844 0.286
H -1.12259 -2.52299 0.25665 0.423
O 1.37004 3.67387 -0.62580 -0.918
H 0.44574 3.91554 -0.56663 0.353
H 1.37805 2.88761 -1.17165 0.470
O 2.60018 -1.89341 1.39033 -0.678
H 1.85566 -1.30635 1.25886 0.385
H 2.41588 -2.33249 2.22067 0.304
O -2.29603 -0.50347 0.41588 -0.875
H -3.11788 -0.93976 0.19128 0.348
H -2.56074 0.36365 0.72290 0.390
O 0.35505 0.13004 0.51818 -1.034
H -0.58965 -0.02064 0.48539 0.320
H 0.58683 0.39512 -0.37190 0.375
O 0.41109 1.40025 -2.07073 -1.092
H 0.00856 0.69821 -2.58194 0.522
H 0.66269 2.05643 -2.72061 0.315
```